{"formula": "C36H72O12", "method": "wB97M-V/def2-TZVPD", "lumo_energy_ev": 0.115, "e_above_lowest_ev": 3.327, "multiplicity": 1, "homo_lumo_gap_ev": 9.560, "total_charge": 0, "elements": ["C", "C", "O", "C", "H", "H", "H", "H", "H", "H", "C", "C", "O", "C", "H", "H", "H", "H", "H", "H", "C", "C", "O", "C", "H", "H", "H", "H", "H", "H", "C", "C", "O", "C", "H", "H", "H", "H", "H", "H", "C", "C", "O", "C", "H", "H", "H", "H", "H", "H", "C", "C", "O", "C", "H", "H", "H", "H", "H", "H", "C", "C", "O", "C", "H", "H", "H", "H", "H", "H", "C", "C", "O", "C", "H", "H", "H", "H", "H", "H", "C", "C", "O", "C", "H", "H", "H", "H", "H", "H", "C", "C", "O", "C", "H", "H", "H", "H", "H", "H", "C", "C", "O", "C", "H", "H", "H", "H", "H", "H", "C", "C", "O", "C", "H", "H", "H", "H", "H", "H"], "positions_angstrom": [[-21.170370, 11.374060, -13.845020], [-19.798500, 11.582370, -14.388960], [-19.378440, 10.833610, -15.213770], [-19.036690, 12.741960, -13.786670], [-21.194320, 10.997270, -12.822500], [-21.704400, 10.616740, -14.418950], [-21.723370, 12.306760, -13.956200], [-19.334470, 13.722840, -14.157220], [-17.970540, 12.628480, -13.982980], [-19.042830, 12.688990, -12.697970], [-22.402050, 5.298190, -19.458850], [-23.714260, 5.933950, -18.990910], [-24.831440, 5.630940, -19.350960], [-23.564490, 7.068780, -18.023510], [-22.222820, 4.431220, -18.822960], [-21.556410, 5.982280, -19.387960], [-22.599430, 4.989160, -20.485320], [-22.578560, 7.077870, -17.558790], [-24.159730, 6.873570, -17.131500], [-23.868730, 8.000450, -18.500500], [-23.793840, 9.659840, -28.962360], [-23.099250, 8.583070, -28.197620], [-22.605460, 7.649760, -28.749110], [-23.041770, 8.646780, -26.721240], [-23.177040, 10.548420, -29.096870], [-24.777250, 9.883820, -28.549020], [-23.944600, 9.328190, -29.989680], [-22.429660, 9.448960, -26.309020], [-22.549240, 7.710830, -26.457590], [-24.052680, 8.602760, -26.315980], [-16.311400, 6.271700, -16.874830], [-14.976550, 6.111020, -16.280970], [-14.043270, 6.850640, -16.508690], [-14.863690, 4.958450, -15.197530], [-16.753360, 5.322220, -17.176950], [-16.202940, 6.815940, -17.812980], [-16.961540, 6.764850, -16.152180], [-13.835100, 4.995380, -14.838730], [-15.058200, 4.017280, -15.711800], [-15.620470, 5.148650, -14.436480], [-23.541770, 15.833130, -18.738450], [-23.341460, 14.482770, -18.131900], [-22.421900, 14.246390, -17.381380], [-24.457000, 13.378280, -18.331860], [-24.470390, 16.211550, -18.311170], [-23.403540, 15.828460, -19.819640], [-22.720270, 16.439630, -18.357160], [-24.969650, 13.358400, -19.293580], [-25.254900, 13.374620, -17.589260], [-24.047340, 12.371900, -18.245390], [-21.284250, 11.832030, -21.724610], [-21.093080, 10.376010, -21.300580], [-21.751960, 9.411030, -21.667990], [-20.014680, 10.178570, -20.296020], [-20.455620, 12.427240, -21.340940], [-22.177350, 12.217740, -21.233000], [-21.436360, 11.929650, -22.799520], [-20.286550, 10.777610, -19.426920], [-19.082250, 10.576910, -20.696030], [-19.842230, 9.145800, -19.993130], [-16.471660, 13.676470, -18.466120], [-15.879840, 13.927840, -19.872300], [-16.629020, 13.943840, -20.825160], [-14.345560, 13.916610, -20.067460], [-15.777120, 13.933460, -17.666330], [-16.749950, 12.633320, -18.316160], [-17.363000, 14.303440, -18.443610], [-13.843870, 13.871840, -19.100810], [-14.101350, 14.866930, -20.542190], [-13.901770, 13.108280, -20.648620], [-28.060340, 11.585230, -22.377090], [-28.095810, 10.182760, -21.848930], [-28.999560, 9.496660, -22.333160], [-27.194810, 9.717780, -20.742870], [-27.115390, 11.820860, -22.866630], [-28.203140, 12.223940, -21.505450], [-28.882500, 11.772180, -23.067890], [-27.499570, 10.159660, -19.794200], [-26.138020, 9.785120, -21.001250], [-27.425300, 8.658360, -20.630600], [-19.602050, 18.021800, -21.842000], [-19.096640, 19.357480, -22.308950], [-18.177590, 19.978340, -21.758670], [-19.736000, 19.996950, -23.521190], [-19.487160, 17.289410, -22.641060], [-20.671520, 18.141930, -21.669100], [-19.160130, 17.591660, -20.943230], [-20.551090, 20.652270, -23.214140], [-20.110160, 19.264900, -24.236880], [-19.060660, 20.641960, -24.083310], [-14.010120, 8.675780, -21.332050], [-14.604830, 7.591950, -22.171610], [-15.855080, 7.437230, -22.254210], [-13.606020, 6.576290, -22.706370], [-13.420990, 8.191420, -20.553330], [-14.757410, 9.375770, -20.958320], [-13.330720, 9.330050, -21.878350], [-12.558530, 6.873720, -22.657480], [-13.874740, 6.239600, -23.707640], [-13.580660, 5.712980, -22.041430], [-19.802100, 15.570070, -27.055660], [-20.191340, 15.729310, -28.514150], [-21.296280, 16.139200, -28.745240], [-19.145940, 15.451870, -29.613460], [-18.844320, 16.069600, -26.910020], [-19.844600, 14.495410, -26.878440], [-20.543170, 15.994200, -26.378140], [-19.675580, 15.245330, -30.543470], [-18.631400, 14.510120, -29.422520], [-18.403080, 16.249510, -29.619210], [-25.773900, 15.700960, -25.980810], [-24.736190, 14.918420, -25.185050], [-24.208550, 15.338030, -24.142490], [-24.330230, 13.588670, -25.794720], [-26.347850, 16.086870, -25.138350], [-26.444900, 15.183510, -26.666450], [-25.421380, 16.639810, -26.407880], [-24.714180, 13.535740, -26.813490], [-24.663470, 12.772530, -25.153650], [-23.243870, 13.501600, -25.776470]], "forces_ev_per_angstrom": [[-1.09, -0.25, -0.25], [-0.69, 0.48, 1.19], [1.15, -0.58, -1.17], [1.33, -0.35, 0.06], [0.23, 0.48, 0.21], [0.19, 0.04, -0.23], [-0.13, 0.07, 0.44], [-0.32, -0.12, 0.15], [0.01, -0.02, -0.53], [-0.69, 0.25, 0.08], [-1.22, -0.01, -0.32], [-0.06, 0.54, 0.16], [0.77, -0.48, -0.30], [0.33, -0.31, 1.27], [0.10, -0.12, -0.08], [-0.18, -0.03, -0.06], [0.42, -0.24, 0.03], [0.36, 0.55, -0.62], [-0.73, 0.12, -0.30], [0.22, 0.04, 0.19], [-0.40, 0.12, -1.09], [-0.23, 0.99, 0.16], [0.68, -1.29, -1.17], [0.27, -0.86, 0.80], [-0.04, 0.21, 0.60], [0.17, 0.32, 0.20], [-0.07, -0.28, 0.04], [-0.39, 0.30, -0.09], [-0.02, 0.06, 0.33], [0.03, 0.44, 0.22], [-0.46, -0.06, -1.32], [1.11, -0.85, 1.86], [-0.43, -0.44, -0.11], [0.35, 1.39, -1.61], [-0.05, -0.18, 0.43], [-0.23, 0.50, 0.25], [-0.10, 0.10, -0.17], [-0.25, -0.15, 0.31], [-0.08, -0.10, 0.21], [0.15, -0.19, 0.12], [1.03, 0.08, 0.52], [-1.07, -1.62, 0.69], [-0.12, -0.01, -0.38], [0.52, -0.18, -0.38], [-0.24, 0.20, -0.74], [-0.83, -0.03, -0.06], [-0.08, 0.15, 0.09], [0.13, 0.59, -0.19], [0.15, 0.64, 0.28], [0.53, 0.15, 0.15], [-0.26, -0.50, 0.22], [-0.49, -1.30, -0.16], [0.18, 1.48, -0.18], [0.57, 0.11, 0.36], [0.05, 0.04, -0.39], [-0.19, -0.08, 0.00], [0.16, 0.00, 0.07], [0.20, 0.09, 0.22], [0.11, 0.14, 0.09], [-0.33, 0.05, -0.19], [0.49, 0.89, -0.57], [0.14, -2.16, -0.20], [0.36, 0.52, 0.30], [-0.35, 0.70, 0.82], [-0.08, 0.16, -0.03], [-0.02, -0.04, -0.35], [-0.08, -0.18, 0.37], [-0.02, 0.19, 0.05], [0.20, -0.04, -0.09], [-0.69, -0.07, -0.30], [0.39, 0.48, 0.41], [-2.32, -0.31, -1.66], [1.44, -0.10, 1.14], [-0.56, -1.17, -0.34], [0.13, 0.13, 0.18], [0.26, 0.42, -0.04], [0.12, -0.29, 0.07], [0.44, 0.46, -0.07], [-0.02, 0.48, 0.30], [0.14, -0.10, 0.02], [-0.36, -0.11, -0.08], [2.29, 1.63, 0.74], [-1.54, -1.36, -0.56], [-0.24, -0.18, -0.54], [-0.09, 0.01, -0.15], [-0.19, -0.16, -0.05], [0.28, 0.52, -0.06], [-0.21, -0.18, 0.13], [-0.28, -0.10, 0.16], [0.35, -0.10, 0.41], [-0.10, 0.84, -0.20], [-3.09, -0.80, 0.33], [3.90, 0.41, -0.17], [-0.07, -0.19, -0.02], [-0.08, 0.16, 0.25], [-0.18, -0.48, 0.36], [0.31, -0.35, -0.34], [-0.14, 0.62, -0.32], [0.01, 0.00, 0.10], [-0.58, -0.20, 0.05], [-0.09, -0.10, -0.49], [0.34, 0.60, 0.55], [-0.60, -0.01, -0.93], [-0.87, -0.89, 0.70], [0.24, -0.61, 0.34], [0.81, -0.10, 0.29], [-0.07, 0.24, -0.37], [0.13, 0.77, -0.14], [0.25, 0.05, 0.41], [-0.16, 0.03, -0.34], [-0.41, 0.83, 1.77], [1.59, 0.28, 0.56], [-1.44, -0.68, -2.18], [0.21, 0.31, 0.35], [-0.70, 0.12, -0.11], [0.46, -0.25, 0.08], [0.54, -0.31, -0.29], [0.08, -0.40, 0.16], [-0.36, -0.08, -0.18], [0.05, 0.17, -0.15]], "mulliken_charge": [-1.017, 0.809, -0.553, -1.104, 0.326, 0.268, 0.316, 0.287, 0.310, 0.360, -0.987, 0.733, -0.568, -0.890, 0.296, 0.267, 0.318, 0.331, 0.323, 0.179, -1.057, 0.814, -0.536, -1.023, 0.261, 0.308, 0.334, 0.285, 0.322, 0.294, -0.953, 0.749, -0.559, -0.995, 0.334, 0.245, 0.271, 0.278, 0.316, 0.314, -0.963, 0.722, -0.542, -1.092, 0.321, 0.297, 0.279, 0.324, 0.368, 0.282, -0.872, 0.901, -0.630, -1.068, 0.285, 0.179, 0.293, 0.317, 0.347, 0.246, -0.927, 0.730, -0.555, -0.969, 0.342, 0.260, 0.257, 0.305, 0.286, 0.272, -0.867, 0.814, -0.571, -1.060, 0.173, 0.279, 0.302, 0.303, 0.302, 0.327, -0.989, 0.823, -0.567, -0.973, 0.256, 0.289, 0.299, 0.266, 0.262, 0.336, -1.065, 0.776, -0.586, -1.013, 0.326, 0.264, 0.373, 0.323, 0.324, 0.279, -0.917, 0.721, -0.547, -1.048, 0.340, 0.274, 0.247, 0.304, 0.337, 0.287, -1.095, 0.734, -0.620, -0.779, 0.341, 0.353, 0.297, 0.313, 0.212, 0.240]}